DFT (the ωB97M-V functional and the def2-TZVPD basis) results for a 2-piece molecular cluster, C5H7NO overall.

The value obtained for the energy above the lowest of the compared OMol25 structures with the same formula, charge and spin is 3.442 eV. Its structure (SMILES) is CC=C=O.C#CN. The gap between HOMO and LUMO is 0.345 hartree.

```
! wB97M-V def2-TZVPD RIJCOSX def2/J DEFGRID3
* xyz 0 1
C -0.97 -1.14 -0.09
H -0.26 2.57 -0.10
C 0.55 1.89 0.03
H 2.57 -0.42 -0.34
C -2.02 -0.10 0.16
C 1.52 1.18 0.17
N 2.61 0.38 0.29
H -2.18 0.56 -0.70
H -1.83 0.53 1.04
O 1.13 -1.46 -1.37
H -1.19 -2.18 0.14
C 0.14 -1.20 -0.78
H -2.95 -0.64 0.34
H 2.82 0.10 1.23
*
```

DFT (the ωB97M-V functional and the def2-TZVPD basis) results for a single C3H3NO2 molecule.

The value obtained for the energy above the lowest of the compared OMol25 structures with the same formula, charge and spin is 6.180 eV. Its structure (SMILES) is C#CC[N+](=O)[O-]. The gap between HOMO and LUMO is 0.402 hartree.

```
! wB97M-V def2-TZVPD RIJCOSX def2/J DEFGRID3
* xyz 0 1
O -2.74 -0.87 0.75
H -0.82 1.45 -0.11
H -0.75 0.73 1.32
C 0.32 -0.38 -0.20
O -2.68 0.32 -1.04
C -0.68 0.55 0.32
C 0.96 -1.24 -0.77
H 1.51 -2.12 -0.93
N -2.21 -0.13 -0.03
*
```

DFT (the ωB97M-V functional and the def2-TZVPD basis) results for C53H43ClHgN3O3P3S as an isolated structure.

The value obtained for the energy above the lowest of the compared OMol25 structures with the same formula, charge and spin is 0.408 eV. The gap between HOMO and LUMO (spin up / spin down) is 0.250 / 0.250 hartree.

```
! wB97M-V def2-TZVPD RIJCOSX def2/J DEFGRID3
* xyz -1 2
H 6.48 19.65 16.45
C 12.65 13.42 16.29
H 17.21 17.65 15.96
S 11.93 13.39 8.59
C 9.51 17.45 15.39
C 12.30 16.58 8.59
H 17.47 12.16 12.20
C 13.63 12.74 12.79
H 8.49 16.08 18.24
C 11.05 7.92 15.68
H 12.74 17.46 14.06
N 10.88 13.93 11.21
O 10.44 16.79 14.93
C 15.73 16.09 15.70
N 6.95 15.30 14.48
H 13.28 10.72 16.93
C 15.37 11.81 11.41
H 12.94 8.00 16.71
H 16.15 15.47 9.20
H 12.51 12.90 12.80
H 10.94 6.87 15.46
C 8.92 12.33 17.46
C 12.91 16.79 10.03
C 7.86 12.80 18.27
C 17.06 14.39 17.46
H 10.45 15.23 16.68
H 6.20 17.76 14.83
C 12.20 9.91 16.38
H 6.76 14.45 19.00
C 16.44 12.11 12.39
C 11.37 13.69 10.10
C 7.03 14.19 13.66
H 6.39 13.26 13.75
C 10.02 10.18 15.56
C 9.28 17.05 10.38
H 6.57 19.16 11.17
H 14.50 21.50 11.64
H 13.69 12.90 16.96
H 16.64 15.86 20.75
C 14.29 16.24 10.00
C 13.22 18.31 13.86
C 7.33 19.11 16.23
C 7.66 14.14 18.52
H 15.03 21.18 14.42
C 7.72 18.96 10.68
H 15.65 12.87 17.04
P 11.09 12.78 15.84
N 8.63 15.65 13.09
C 14.08 20.61 12.41
H 18.70 15.90 17.31
H 9.07 8.32 15.02
C 16.94 16.54 16.32
C 13.94 12.26 11.55
C 9.72 14.64 17.28
C 10.02 19.23 11.33
C 7.79 17.58 10.58
C 9.91 8.88 15.39
C 13.85 19.32 14.42
H 7.27 16.69 10.11
Cl 14.84 16.06 11.68
H 15.19 16.90 15.12
H 11.34 16.87 8.58
C 8.65 15.07 18.11
Hg 11.07 15.18 13.26
C 11.25 10.89 15.99
H 15.11 15.62 6.70
C 9.83 13.27 17.02
H 10.86 20.01 11.55
H 16.38 12.77 14.28
C 13.35 19.65 11.69
C 16.03 12.94 13.37
C 9.71 18.56 16.35
H 6.67 15.31 15.35
C 13.06 16.18 7.50
H 9.05 11.21 17.14
C 8.60 19.16 16.76
H 13.32 19.83 10.50
C 14.63 13.11 13.83
H 8.73 19.91 17.44
C 8.16 17.35 14.89
O 10.64 12.96 14.32
H 8.50 20.94 11.33
C 17.66 15.74 17.12
C 8.04 14.44 12.85
C 10.33 18.01 11.03
H 9.39 10.89 15.10
P 11.90 17.25 11.42
C 15.24 14.69 15.98
C 12.90 18.44 12.33
H 8.47 13.81 11.92
C 7.06 18.09 15.28
O 13.20 15.30 14.28
P 13.76 14.16 15.11
H 10.64 18.56 16.79
H 7.08 12.06 18.65
H 13.93 19.22 15.50
C 14.95 15.75 8.95
C 7.97 16.07 14.15
C 12.07 8.62 16.36
C 14.36 20.45 13.74
H 9.76 16.06 10.10
C 14.54 15.78 7.67
C 16.01 13.95 16.89
H 12.53 16.07 6.62
H 15.60 11.39 10.49
H 13.18 11.82 10.80
C 8.76 19.72 11.33
H 17.64 13.79 17.82
*
```

DFT (the ωB97M-V functional and the def2-TZVPD basis) results for C12H21CrIN2O13P3 as an isolated structure.

The gap between HOMO and LUMO (spin up / spin down) is 0.317 / 0.313 hartree.

```
! wB97M-V def2-TZVPD RIJCOSX def2/J DEFGRID3
* xyz 0 4
H -2.94 2.44 -0.20
C 1.85 -1.46 -1.00
O 0.36 3.48 0.44
H 2.33 0.21 4.98
H 1.96 0.83 -2.46
O -1.24 2.74 -1.36
Cr 0.07 0.07 0.25
C 1.38 0.10 3.06
H 0.75 1.66 -3.49
C -0.28 2.09 3.95
N 0.45 0.57 2.24
O -2.97 -2.11 0.55
C -0.37 1.53 2.69
H -2.12 4.01 0.03
C 1.55 0.62 4.35
I 2.64 -1.48 2.56
C 1.60 1.79 -2.82
C -3.05 -0.88 -1.83
P -2.98 -0.71 0.04
H -1.14 1.86 2.00
H -3.02 3.70 -1.46
O 0.01 -1.88 0.45
H 1.21 5.19 1.14
H -2.60 -2.75 -2.69
H 0.86 5.21 -0.61
H 2.39 2.33 -3.32
C -2.40 3.25 -0.70
H -0.97 2.86 4.24
C -4.20 -0.12 -2.48
H -3.11 -2.80 -1.05
H -0.40 -2.34 -2.86
O 0.16 -3.18 -1.37
C 0.58 -2.30 -0.63
O -1.77 0.59 -3.74
O -1.05 -1.83 -3.41
P 0.10 2.31 -0.63
N -3.27 -2.38 -2.00
C 1.22 4.60 0.22
C 0.72 1.62 4.79
O -1.93 0.29 0.52
O 2.64 -1.82 -1.83
H -5.14 -0.30 -1.95
O -4.41 -0.02 0.35
H 2.23 4.27 0.00
H -4.30 -0.41 -3.53
O 1.20 2.62 -1.70
H -3.99 0.95 -2.47
P -1.45 -0.44 -2.74
H -4.69 -0.24 1.25
H -4.22 -2.58 -2.31
O 1.88 -0.31 -0.33
H 0.84 2.03 5.78
O -0.40 -0.17 -1.68
*
```

Number 1: DFT total energy -8832.7605 eV, strongest force on any atom 1.0 eV Å⁻¹. Number 2: DFT total energy -8738.9516 eV, strongest force on any atom 5.0 eV Å⁻¹. Number 3: DFT total energy -121651.4020 eV, strongest force on any atom 11.5 eV Å⁻¹. Number 4: DFT total energy -106781.3044 eV, strongest force on any atom 1.2 eV Å⁻¹.